# 1
{"formula": "C31H33BrF41NO6", "method": "wB97M-V/def2-TZVPD", "symbols": ["F", "C", "F", "C", "F", "F", "C", "O", "C", "F", "F", "C", "F", "F", "H", "H", "H", "H", "F", "C", "F", "C", "F", "F", "C", "O", "C", "F", "F", "C", "F", "F", "H", "H", "H", "H", "F", "C", "F", "C", "F", "F", "C", "O", "C", "F", "F", "C", "F", "F", "H", "H", "H", "H", "F", "C", "F", "C", "F", "F", "C", "O", "C", "F", "F", "C", "F", "F", "H", "H", "H", "H", "F", "C", "F", "C", "F", "F", "C", "O", "C", "F", "F", "C", "F", "F", "H", "H", "H", "H", "C", "O", "C", "C", "Br", "N", "C", "C", "C", "F", "H", "H", "H", "H", "H", "H", "H", "H", "H", "H", "H", "H", "H"], "coordinates": [[-2.821, 1.300, 1.248], [-2.068, 0.598, 2.118], [-2.880, -0.285, 2.754], [-1.434, 1.524, 3.158], [-2.388, 2.112, 3.909], [-0.705, 0.717, 3.981], [-0.443, 2.586, 2.648], [-0.930, 3.906, 2.486], [-1.510, 4.304, 1.312], [-1.401, 3.366, 0.350], [-0.839, 5.389, 0.882], [-2.962, 4.726, 1.534], [-3.680, 3.695, 2.018], [-3.492, 5.099, 0.348], [-1.298, 0.041, 1.578], [0.296, 2.681, 3.440], [0.100, 2.243, 1.771], [-3.007, 5.559, 2.237], [2.003, -1.586, -2.710], [1.804, -1.627, -4.041], [3.017, -1.466, -4.640], [0.866, -0.517, -4.509], [1.427, 0.688, -4.276], [0.775, -0.668, -5.861], [-0.574, -0.538, -3.970], [-0.870, 0.329, -2.888], [-0.667, -0.059, -1.596], [-0.323, -1.352, -1.497], [-1.832, 0.104, -0.932], [0.354, 0.848, -0.914], [1.542, 0.790, -1.539], [0.524, 0.416, 0.362], [1.414, -2.611, -4.315], [-1.188, -0.158, -4.779], [-0.920, -1.550, -3.783], [0.004, 1.882, -0.908], [4.987, -3.810, -1.439], [4.109, -3.646, -2.450], [2.874, -3.901, -1.952], [4.392, -4.610, -3.603], [4.229, -5.883, -3.189], [3.425, -4.361, -4.538], [5.740, -4.473, -4.329], [6.765, -5.372, -3.957], [7.612, -5.091, -2.921], [7.442, -3.846, -2.451], [8.871, -5.178, -3.396], [7.478, -6.138, -1.816], [6.222, -6.149, -1.331], [8.323, -5.820, -0.812], [4.141, -2.610, -2.784], [5.529, -4.733, -5.364], [6.091, -3.442, -4.339], [7.723, -7.128, -2.203], [-4.231, -3.514, -6.758], [-3.272, -3.868, -5.884], [-3.612, -3.389, -4.662], [-1.921, -3.267, -6.274], [-1.984, -1.919, -6.210], [-1.043, -3.678, -5.310], [-1.310, -3.693, -7.620], [-1.476, -2.809, -8.706], [-2.586, -2.869, -9.505], [-3.356, -3.932, -9.219], [-2.160, -3.007, -10.775], [-3.373, -1.562, -9.434], [-3.780, -1.332, -8.171], [-4.461, -1.666, -10.225], [-3.209, -4.959, -5.830], [-0.235, -3.697, -7.451], [-1.582, -4.714, -7.882], [-2.752, -0.729, -9.770], [-1.879, 8.654, 2.787], [-0.879, 9.553, 2.906], [-0.060, 9.412, 1.838], [-0.067, 9.312, 4.180], [0.539, 8.109, 4.115], [0.907, 10.265, 4.174], [-0.795, 9.452, 5.528], [-1.228, 8.258, 6.147], [-2.448, 7.718, 5.853], [-3.188, 8.528, 5.078], [-3.110, 7.551, 7.015], [-2.283, 6.336, 5.226], [-1.577, 6.428, 4.082], [-3.504, 5.835, 4.931], [-1.296, 10.564, 2.898], [-0.046, 9.845, 6.212], [-1.589, 10.196, 5.485], [-1.770, 5.662, 5.913], [1.892, -0.713, 6.158], [2.384, -1.838, 5.491], [1.446, -2.846, 5.358], [0.197, -2.469, 4.602], [0.787, -2.100, 2.719], [-0.700, -3.560, 4.671], [-2.052, -3.235, 4.273], [-2.722, -2.272, 5.229], [-2.322, -2.406, 6.675], [-3.305, -3.037, 7.382], [1.116, -0.954, 6.862], [2.689, -0.218, 6.656], [1.485, -0.012, 5.450], [1.920, -3.631, 4.812], [1.148, -3.268, 6.302], [-0.248, -1.565, 4.937], [-0.308, -4.259, 4.066], [-2.607, -4.147, 4.253], [-2.102, -2.844, 3.273], [-2.523, -1.270, 4.931], [-3.778, -2.394, 5.195], [-2.233, -1.427, 7.100], [-1.390, -2.908, 6.821]], "lumo_energy_ev": 0.35, "energy_ha": -8375.7740, "smiles": "FC(F)C(F)(F)COC(F)(F)C(F)F.FC(F)C(F)(F)COC(F)(F)C(F)F.FC(F)C(F)(F)COC(F)(F)C(F)F.FC(F)C(F)(F)COC(F)(F)C(F)F.FC(F)C(F)(F)COC(F)(F)C(F)F.COC[C@@H](Br)NCCCF"}

# 2
{"formula": "C31H33Cl48OPSi", "method": "wB97M-V/def2-TZVPD", "symbols": ["C", "Si", "C", "C", "C", "C", "C", "C", "C", "C", "C", "P", "C", "C", "C", "O", "C", "C", "C", "C", "C", "C", "H", "H", "H", "H", "H", "H", "H", "H", "H", "H", "H", "H", "H", "H", "H", "H", "H", "H", "H", "H", "H", "H", "H", "H", "H", "H", "H", "H", "H", "H", "H", "H", "H", "C", "Cl", "Cl", "Cl", "Cl", "C", "Cl", "Cl", "Cl", "Cl", "C", "Cl", "Cl", "Cl", "Cl", "C", "Cl", "Cl", "Cl", "Cl", "C", "Cl", "Cl", "Cl", "Cl", "C", "Cl", "Cl", "Cl", "Cl", "C", "Cl", "Cl", "Cl", "Cl", "C", "Cl", "Cl", "Cl", "Cl", "C", "Cl", "Cl", "Cl", "Cl", "C", "Cl", "Cl", "Cl", "Cl", "C", "Cl", "Cl", "Cl", "Cl", "C", "Cl", "Cl", "Cl", "Cl"], "coordinates": [[-1.086, -4.238, 2.346], [-0.711, -2.315, 2.251], [-1.427, -1.503, 3.847], [1.235, -2.073, 2.131], [1.565, -1.696, 0.571], [3.173, -1.722, 0.187], [3.221, -1.775, -1.484], [3.458, -0.276, -2.155], [2.024, 0.560, -2.366], [2.354, 1.829, -3.357], [1.073, 2.794, -3.695], [0.119, 3.441, -2.172], [0.884, 5.143, -1.694], [1.878, 4.900, -0.233], [3.570, 4.689, -0.560], [2.543, 3.492, -0.096], [-1.429, -1.533, 0.598], [-1.634, -2.445, -0.780], [-2.180, -1.868, -2.213], [-2.537, -0.268, -2.310], [-2.371, 0.647, -0.948], [-1.823, 0.082, 0.510], [-1.562, -4.529, 3.399], [-1.871, -4.527, 1.497], [-0.072, -4.829, 2.210], [-2.543, -1.116, 3.728], [-0.714, -0.650, 4.268], [-1.477, -2.340, 4.695], [1.686, -3.143, 2.360], [1.555, -1.266, 2.919], [1.182, -0.614, 0.245], [1.071, -2.558, -0.092], [3.773, -2.593, 0.689], [3.586, -0.645, 0.481], [4.022, -2.564, -1.862], [2.178, -2.149, -1.928], [4.261, 0.366, -1.577], [3.841, -0.493, -3.265], [1.243, -0.170, -2.886], [1.638, 0.858, -1.301], [2.701, 1.364, -4.401], [3.300, 2.411, -2.952], [1.497, 3.720, -4.315], [0.314, 2.233, -4.396], [0.290, 2.548, -1.026], [1.647, 5.565, -2.476], [0.082, 5.927, -1.328], [1.561, 5.542, 0.797], [4.358, 4.937, 0.270], [3.759, 4.147, -1.580], [-1.340, -3.577, -0.700], [-2.264, -2.626, -3.127], [-2.896, 0.136, -3.360], [-2.635, 1.803, -1.066], [-1.697, 0.786, 1.459], [-6.515, -0.542, -3.505], [-7.206, 1.096, -3.618], [-4.855, -0.444, -2.865], [-7.514, -1.535, -2.414], [-6.484, -1.286, -5.124], [4.389, 8.614, 0.925], [3.276, 8.256, -0.420], [4.041, 10.240, 1.567], [4.169, 7.406, 2.216], [6.070, 8.556, 0.337], [4.686, -3.724, -5.251], [4.525, -4.056, -6.995], [3.069, -3.678, -4.504], [5.656, -5.010, -4.489], [5.493, -2.153, -5.017], [0.365, 10.023, -3.227], [1.168, 11.313, -2.297], [-1.384, 10.049, -2.891], [0.640, 10.287, -4.968], [1.038, 8.442, -2.753], [7.081, 11.291, 3.991], [5.683, 11.937, 4.887], [6.874, 9.538, 3.750], [7.195, 12.098, 2.406], [8.572, 11.591, 4.919], [0.404, -8.306, 3.479], [1.464, -6.934, 3.070], [0.491, -8.623, 5.230], [-1.275, -7.914, 3.029], [0.934, -9.754, 2.585], [-3.816, -11.375, 2.737], [-3.964, -10.483, 1.201], [-2.578, -10.600, 3.757], [-5.382, -11.356, 3.587], [-3.342, -13.059, 2.403], [6.354, -5.058, -0.196], [6.206, -4.167, -1.732], [7.593, -4.284, 0.824], [4.788, -5.039, 0.654], [6.828, -6.743, -0.530], [1.291, 9.907, 4.967], [1.125, 8.281, 5.676], [2.892, 10.572, 5.375], [1.124, 9.803, 3.197], [0.021, 10.973, 5.622], [-4.359, -6.840, -1.380], [-4.519, -7.172, -3.123], [-5.976, -6.794, -0.632], [-3.389, -8.126, -0.618], [-3.551, -5.269, -1.146], [-8.322, 0.141, 1.149], [-6.633, -0.202, 0.698], [-9.128, 1.008, -0.183], [-9.176, -1.391, 1.462], [-8.352, 1.149, 2.618], [-10.031, -5.695, 1.561], [-11.143, -6.053, 0.217], [-10.379, -4.070, 2.203], [-10.251, -6.904, 2.852], [-8.350, -5.754, 0.973]], "lumo_energy_ev": -0.40, "energy_ha": -23995.5175}

# 3
{"formula": "C31H33F3NO2", "method": "wB97M-V/def2-TZVPD", "symbols": ["F", "C", "F", "F", "C", "C", "C", "C", "C", "C", "N", "C", "C", "H", "H", "H", "H", "H", "C", "O", "C", "C", "C", "C", "C", "C", "C", "C", "C", "C", "C", "C", "C", "O", "C", "C", "C", "C", "C", "C", "C", "C", "H", "H", "H", "H", "H", "H", "H", "H", "H", "H", "H", "H", "H", "H", "H", "H", "H", "H", "H", "H", "H", "H", "H", "H", "H", "H", "H", "H"], "coordinates": [[-1.120, -8.681, 2.539], [-1.417, -7.976, 1.407], [-1.198, -8.812, 0.344], [-2.765, -7.712, 1.437], [-0.609, -6.713, 1.310], [-0.319, -6.215, 0.042], [0.385, -5.028, -0.068], [0.819, -4.323, 1.095], [1.516, -3.088, 0.965], [1.990, -2.370, 2.059], [2.462, -1.695, 2.903], [0.509, -4.877, 2.376], [-0.196, -6.068, 2.479], [-0.650, -6.748, -0.844], [0.610, -4.617, -1.054], [1.776, -2.719, -0.032], [0.827, -4.348, 3.280], [-0.440, -6.497, 3.448], [-6.210, -0.040, -2.843], [-5.545, -0.982, -1.965], [-4.192, -0.924, -1.833], [-3.608, -1.902, -0.985], [-2.268, -1.844, -0.693], [-1.468, -0.733, -1.120], [-0.147, -0.540, -0.631], [0.454, 0.724, -0.447], [1.870, 0.837, -0.252], [2.496, 2.008, 0.078], [4.019, 2.095, 0.359], [4.690, 3.090, -0.596], [4.712, 0.742, 0.198], [4.266, 2.573, 1.795], [1.675, 3.231, 0.189], [2.210, 4.326, 0.487], [0.223, 3.146, -0.057], [-0.652, 4.419, 0.072], [-0.558, 4.979, 1.497], [-2.127, 4.140, -0.227], [-0.173, 5.504, -0.898], [-0.321, 1.924, -0.343], [-2.049, 0.167, -2.071], [-3.380, 0.068, -2.438], [-7.256, -0.358, -2.794], [-6.111, 0.992, -2.483], [-5.839, -0.110, -3.874], [-4.256, -2.659, -0.553], [-1.796, -2.613, -0.078], [0.426, -1.426, -0.379], [2.456, -0.082, -0.335], [4.257, 4.084, -0.455], [5.769, 3.139, -0.396], [4.541, 2.774, -1.634], [4.301, 0.006, 0.901], [4.609, 0.373, -0.829], [5.786, 0.847, 0.411], [3.813, 1.869, 2.502], [5.345, 2.629, 1.994], [3.826, 3.564, 1.934], [0.480, 5.246, 1.714], [-1.190, 5.873, 1.590], [-0.905, 4.229, 2.216], [-2.257, 3.760, -1.249], [-2.549, 3.421, 0.488], [-2.705, 5.070, -0.142], [-0.238, 5.139, -1.929], [-0.815, 6.390, -0.796], [0.861, 5.776, -0.667], [-1.404, 1.850, -0.426], [-1.423, 0.929, -2.544], [-3.822, 0.764, -3.153]], "lumo_energy_ev": 1.23, "energy_ha": -1705.9480, "total_charge": -1}

# 4
{"formula": "C31H33FMgN8O7S3", "method": "wB97M-V/def2-TZVPD", "symbols": ["Mg", "N", "C", "N", "C", "C", "S", "C", "C", "S", "C", "N", "N", "H", "H", "H", "H", "H", "H", "C", "C", "C", "C", "C", "C", "C", "S", "O", "O", "N", "C", "C", "O", "O", "H", "H", "H", "H", "H", "H", "H", "H", "H", "C", "C", "N", "C", "C", "C", "O", "O", "C", "O", "C", "C", "C", "F", "C", "C", "C", "N", "C", "C", "N", "C", "C", "H", "H", "H", "H", "H", "H", "H", "H", "H", "H", "H", "H", "H", "H", "H", "H", "H", "H"], "coordinates": [[-2.111, -0.258, 2.438], [-5.029, -1.036, 0.457], [-5.241, -0.295, 1.573], [-4.362, -0.150, 2.531], [-4.861, 0.652, 3.546], [-6.119, 1.110, 3.366], [-6.747, 0.515, 1.870], [-3.983, 0.852, 4.702], [-4.310, 1.342, 5.920], [-2.956, 1.173, 6.986], [-2.048, 0.423, 5.698], [-2.696, 0.388, 4.566], [-0.818, -0.085, 5.879], [-4.034, -1.107, 0.227], [-5.609, -0.817, -0.336], [-6.700, 1.741, 4.015], [-5.251, 1.739, 6.259], [-0.438, -0.110, 6.807], [-0.497, -0.819, 5.243], [3.245, 5.181, -1.426], [2.497, 4.212, -0.550], [2.249, 4.499, 0.788], [1.561, 3.601, 1.591], [1.124, 2.397, 1.063], [1.359, 2.089, -0.270], [2.038, 3.002, -1.063], [0.182, 1.312, 2.118], [0.325, -0.033, 1.550], [0.705, 1.472, 3.451], [-1.324, 1.758, 2.043], [-1.822, 1.998, 0.680], [-1.994, 0.748, -0.206], [-1.845, 0.842, -1.425], [-2.330, -0.320, 0.424], [3.322, 6.160, -0.955], [2.747, 5.307, -2.388], [4.261, 4.828, -1.622], [2.591, 5.439, 1.206], [1.363, 3.821, 2.632], [0.973, 1.159, -0.674], [2.192, 2.794, -2.117], [-1.220, 2.728, 0.135], [-2.821, 2.434, 0.780], [4.113, -3.291, -0.029], [3.267, -2.145, 0.510], [1.856, -2.484, 0.607], [1.297, -2.648, 1.841], [-0.005, -2.900, 2.079], [-0.513, -2.471, 3.431], [0.224, -2.509, 4.421], [-1.674, -1.946, 3.385], [-0.898, -3.153, 0.959], [-2.020, -3.628, 1.024], [-0.331, -2.743, -0.349], [-1.208, -2.599, -1.413], [-0.754, -2.118, -2.608], [-1.622, -1.905, -3.625], [0.587, -1.799, -2.790], [1.475, -1.973, -1.743], [1.022, -2.410, -0.494], [1.077, -1.212, -3.997], [0.517, -1.594, -5.278], [1.521, -1.138, -6.364], [2.800, -0.787, -5.664], [2.623, 0.448, -4.824], [1.367, 0.211, -3.958], [5.163, -3.000, -0.082], [3.785, -3.591, -1.026], [4.031, -4.162, 0.621], [3.378, -1.248, -0.106], [3.598, -1.864, 1.507], [1.947, -2.453, 2.685], [-2.255, -2.811, -1.256], [2.518, -1.736, -1.910], [-0.452, -1.134, -5.485], [0.386, -2.675, -5.300], [1.194, -0.238, -6.881], [1.730, -1.912, -7.098], [3.583, -0.699, -6.306], [2.972, -1.547, -4.996], [2.521, 1.293, -5.502], [3.529, 0.565, -4.232], [0.526, 0.806, -4.335], [1.555, 0.518, -2.933]], "lumo_energy_ev": -1.35, "de_lowest_ev": 0.000, "energy_ha": -3660.5296}

Number 1: E_HOMO -9.388 eV, frontier orbital gap 0.358 hartree. Number 2: E_HOMO -8.004 eV, frontier orbital gap 0.279 hartree. Number 3: E_HOMO -3.333 eV, frontier orbital gap 0.168 hartree. Number 4: E_HOMO -6.919 eV, frontier orbital gap 0.205 hartree.